Entry 1:
ORCA calculation (ωB97M-V/def2-TZVPD) on a molecular structure, C34H49AsCrNO2Si3.

The calculation puts the orbital gap (spin up / spin down) at 0.3216 / 0.2745 Eh. The calculation puts the energy relative to the best compared isomer or geometry (same formula, charge and spin) at 38.0 kcal per mole. Its multiplicity is 5. The LUMO energy (spin up / spin down) comes out at -2.442 / -3.667 eV. Its total charge is +1.

Geometry as XYZ:
```
91
C34H49AsCrNO2Si3 (ωB97M-V/def2-TZVPD)
Cr 1.26 -0.35 -0.60
C 0.34 2.25 2.14
Si 1.66 0.98 2.56
C 3.29 1.92 2.59
C 1.33 0.55 4.37
C 1.67 -0.57 1.46
Si 3.34 -1.49 1.58
C 3.19 -3.25 0.89
C 3.97 -1.69 3.34
C 4.78 -0.67 0.70
Si 0.28 -1.70 2.01
C 0.57 -2.88 3.42
C -1.39 -0.90 2.33
C -0.04 -2.78 0.47
C -0.53 -4.08 0.44
C -0.61 -4.77 -0.75
C -0.20 -4.16 -1.92
C 0.28 -2.86 -1.85
N 0.34 -2.20 -0.69
H 0.39 3.03 2.91
H -0.66 1.82 2.17
H 0.45 2.73 1.17
H 3.14 2.83 3.17
H 3.66 2.21 1.61
H 4.08 1.36 3.08
H 1.40 1.46 4.97
H 2.05 -0.15 4.77
H 0.34 0.14 4.54
H 2.66 -3.91 1.58
H 4.20 -3.66 0.78
H 2.69 -3.32 -0.07
H 3.27 -2.19 4.01
H 4.24 -0.74 3.79
H 4.88 -2.29 3.31
H 4.60 -0.41 -0.34
H 5.61 -1.38 0.72
H 5.12 0.22 1.22
H 0.77 -2.33 4.34
H 1.39 -3.58 3.27
H -0.34 -3.46 3.59
H -1.41 -0.31 3.24
H -2.14 -1.70 2.44
H -1.69 -0.26 1.51
H -0.82 -4.55 1.37
H -0.97 -5.79 -0.77
H -0.23 -4.67 -2.87
H 0.65 -2.35 -2.72
O -0.41 0.69 -0.54
As -1.86 1.00 -1.35
C -2.00 -0.07 -2.93
C -2.61 -1.32 -2.98
C -2.63 -2.03 -4.18
C -2.02 -1.51 -5.31
C -1.39 -0.27 -5.25
C -1.39 0.45 -4.07
C -3.30 0.88 -0.11
C -3.31 1.89 0.86
C -4.26 1.87 1.86
C -5.21 0.86 1.90
C -5.21 -0.13 0.94
C -4.25 -0.13 -0.07
C -1.81 2.81 -1.92
C -2.83 3.30 -2.74
C -2.81 4.62 -3.13
C -1.79 5.46 -2.70
C -0.79 4.98 -1.87
C -0.79 3.65 -1.48
H -3.06 -1.77 -2.11
H -3.12 -2.99 -4.22
H -2.04 -2.06 -6.23
H -0.92 0.14 -6.13
H -0.93 1.43 -4.05
H -2.57 2.68 0.83
H -4.26 2.65 2.61
H -5.95 0.85 2.69
H -5.95 -0.91 0.97
H -4.28 -0.92 -0.80
H -3.63 2.65 -3.08
H -3.59 5.01 -3.77
H -1.78 6.50 -3.00
H 0.00 5.64 -1.54
H -0.01 3.26 -0.84
C 2.12 1.89 -2.38
C 2.39 1.75 -0.93
O 2.65 -0.97 -1.60
H 2.60 2.83 -2.70
H 1.06 1.98 -2.62
H 2.58 1.09 -2.96
H 1.81 2.31 -0.21
H 3.39 1.48 -0.62
H 3.31 -1.66 -1.52
```


Entry 2:
ORCA calculation (ωB97M-V/def2-TZVPD) on a molecular structure, C4H5LiO2V at a distorted geometry.

The calculation puts the orbital gap (spin up / spin down) at 0.2771 / 0.2901 Eh. The calculation puts the energy relative to the best compared isomer or geometry (same formula, charge and spin) at 0.0 kcal per mole. Its multiplicity is 5. The LUMO energy (spin up / spin down) comes out at -4.160 / -4.276 eV. Its total charge is +1.

Geometry as XYZ:
```
13
C4H5LiO2V (ωB97M-V/def2-TZVPD)
H 1.61 0.68 -0.51
C 0.76 0.73 0.25
C 0.23 -0.65 0.65
C -0.48 -1.12 -0.62
C -0.98 0.17 -1.23
O -0.36 1.22 -0.60
O 1.08 1.61 1.19
Li 0.74 2.09 2.82
V -2.08 0.56 -2.72
H -0.49 -0.52 1.48
H 1.04 -1.30 1.00
H -1.31 -1.82 -0.45
H 0.24 -1.66 -1.26
```


Entry 3:
ORCA calculation (ωB97M-V/def2-TZVPD) on 10 unconnected molecules or ions with the total composition C13H46O10 at a distorted geometry.

The calculation puts the orbital gap at 0.3696 Eh. The calculation puts the energy relative to the best compared isomer or geometry (same formula, charge and spin) at 82.9 kcal per mole. The LUMO energy comes out at 0.513 eV. Its total charge is 0. Its SMILES is CCO.CCO.CCO.CO.CO.CO.CO.CO.CO.CO.

Geometry as XYZ:
```
69
C13H46O10 (ωB97M-V/def2-TZVPD)
C -1.63 3.37 1.03
C -3.03 4.03 0.78
O -3.35 3.98 -0.57
H -0.73 3.92 0.76
H -1.75 2.42 0.51
H -1.46 3.20 2.10
H -3.00 5.06 1.15
H -3.81 3.46 1.27
H -4.28 4.20 -0.66
C 1.23 -2.27 -3.05
C 0.97 -3.35 -1.93
O -0.37 -3.69 -2.04
H 0.69 -1.36 -2.80
H 0.89 -2.63 -4.02
H 2.28 -2.00 -3.03
H 1.10 -2.98 -0.91
H 1.60 -4.23 -2.06
H -0.61 -4.40 -1.44
C 2.19 1.92 2.29
C 3.31 0.98 1.80
O 4.30 0.92 2.79
H 2.06 1.82 3.36
H 1.28 1.61 1.76
H 2.38 2.97 2.07
H 3.68 1.36 0.84
H 3.03 -0.06 1.65
H 4.71 1.79 2.89
C -2.03 -3.02 2.02
O -1.95 -1.62 2.21
H -1.55 -3.59 2.82
H -3.08 -3.26 1.85
H -1.49 -3.16 1.09
H -2.56 -1.16 1.64
C 0.09 -0.23 0.04
O 1.32 0.05 -0.59
H -0.46 0.63 0.43
H -0.49 -0.85 -0.64
H 0.35 -0.84 0.91
H 1.28 0.89 -1.05
C 1.27 -1.30 3.98
O 0.03 -0.67 4.21
H 1.29 -2.21 4.58
H 1.45 -1.54 2.93
H 2.14 -0.71 4.27
H -0.60 -1.11 3.63
C 4.63 -1.04 -1.36
O 3.84 0.03 -1.85
H 4.58 -1.14 -0.27
H 4.24 -1.94 -1.83
H 5.68 -0.94 -1.62
H 3.00 -0.03 -1.37
C -4.64 0.19 -0.19
O -3.39 -0.38 0.08
H -5.45 -0.47 0.13
H -4.72 1.19 0.22
H -4.91 0.34 -1.24
H -3.18 -0.98 -0.64
C -3.02 -1.79 -3.16
O -2.59 -2.14 -1.84
H -3.66 -2.57 -3.56
H -3.61 -0.88 -3.28
H -2.15 -1.77 -3.82
H -1.72 -2.56 -1.88
C 2.07 3.53 -1.86
O 1.07 2.53 -1.83
H 1.72 4.41 -1.33
H 3.03 3.19 -1.47
H 2.24 3.86 -2.89
H 0.26 3.02 -2.02
```


Entry 4:
ORCA calculation (ωB97M-V/def2-TZVPD) on 2 unconnected molecules or ions with the total composition C10H13Br2F3N2O6PSSi at a distorted geometry.

The calculation puts the orbital gap at 0.2894 Eh. The LUMO energy comes out at 1.577 eV. Its total charge is -1.

Geometry as XYZ:
```
39
C10H13Br2F3N2O6PSSi (ωB97M-V/def2-TZVPD)
N 4.48 -0.72 1.94
P 3.72 0.21 0.80
O 2.75 -0.94 -0.13
O 4.96 0.91 -0.23
Si 2.55 1.82 1.72
Br 4.07 3.16 2.88
Br 1.17 0.93 3.32
C 1.61 2.95 0.43
C 0.12 2.26 0.14
C -1.11 3.02 0.92
O -0.97 4.09 1.73
N -2.56 2.55 0.71
C -2.47 1.05 1.03
C -2.30 0.67 2.62
C -2.15 -0.92 3.03
C -2.18 -2.03 1.82
C -2.39 -1.64 0.21
C -2.54 -0.04 -0.20
H 4.24 -0.38 2.90
H 2.34 -0.39 -0.87
H 5.26 0.19 -0.88
H 2.25 2.88 -0.57
H 1.53 4.07 0.80
H -0.15 2.28 -1.01
H 0.25 1.12 0.45
H -3.19 2.97 1.43
H -2.25 1.51 3.46
H -1.99 -1.16 4.17
H -2.03 -3.17 2.09
H -2.41 -2.44 -0.64
H -2.68 0.32 -1.32
C -0.62 -3.33 -4.87
F -0.46 -4.67 -5.07
F 0.63 -2.78 -5.01
F -1.35 -2.87 -5.94
S -1.41 -2.93 -3.22
O -0.51 -3.48 -2.21
O -2.72 -3.59 -3.25
O -1.50 -1.46 -3.18
```


Entry 5:
ORCA calculation (ωB97M-V/def2-TZVPD) on a single C4H11N3 molecule at a distorted geometry.

The calculation puts the orbital gap at 0.2545 Eh. The calculation puts the energy relative to the best compared isomer or geometry (same formula, charge and spin) at 112.3 kcal per mole. The LUMO energy comes out at 0.454 eV. Its total charge is 0.

Geometry as XYZ:
```
18
C4H11N3 (ωB97M-V/def2-TZVPD)
C -0.30 -0.32 0.37
C 2.13 -0.62 -0.45
N 1.16 0.30 0.18
N -0.85 0.35 -0.75
N 1.64 1.03 1.30
C -2.19 0.42 -0.92
C -3.16 -0.24 -0.24
H 0.56 0.93 -0.61
H 2.04 0.39 1.98
H 2.38 1.66 0.98
H -0.24 -1.41 0.31
H -0.64 0.00 1.36
H -2.48 1.06 -1.75
H 3.01 -0.05 -0.77
H 2.43 -1.39 0.26
H 1.66 -1.07 -1.32
H -2.94 -0.91 0.58
H -4.20 -0.11 -0.51
```


Entry 6:
ORCA calculation (ωB97M-V/def2-TZVPD) on a single C23H24N4O6S molecule.

The calculation puts the orbital gap at 0.3210 Eh. The calculation puts the energy relative to the best compared isomer or geometry (same formula, charge and spin) at 66.2 kcal per mole. The LUMO energy comes out at 0.732 eV. Its total charge is 0. Its SMILES is CCOc1cc(C(c2c(C)[nH][nH]c2=O)c2c(C)[nH][nH]c2=O)ccc1OS(=O)(=O)c1ccccc1.

Geometry as XYZ:
```
58
C23H24N4O6S (ωB97M-V/def2-TZVPD)
C 0.09 -4.24 -0.45
C 0.87 -3.11 -1.12
O 1.54 -2.29 -0.18
C 0.90 -1.24 0.37
C -0.46 -0.96 0.29
C -0.98 0.18 0.89
C -2.43 0.57 0.75
C -3.44 -0.51 0.52
C -4.56 -0.67 1.29
C -4.99 0.09 2.49
N -5.31 -1.72 0.82
N -4.76 -2.08 -0.40
C -3.55 -1.44 -0.59
O -2.82 -1.68 -1.54
C -2.61 1.62 -0.32
C -2.05 1.74 -1.56
C -1.07 0.90 -2.27
N -2.64 2.80 -2.21
N -3.44 3.46 -1.28
C -3.57 2.69 -0.14
O -4.34 2.92 0.77
C -0.14 1.03 1.59
C 1.22 0.77 1.67
C 1.74 -0.36 1.06
O 3.10 -0.61 1.07
S 3.79 -0.73 -0.40
O 4.36 -2.02 -0.61
O 2.91 -0.17 -1.38
C 5.12 0.43 -0.08
C 6.33 -0.04 0.38
C 7.33 0.87 0.68
C 7.10 2.23 0.53
C 5.87 2.68 0.07
C 4.87 1.78 -0.23
H -0.34 -4.88 -1.21
H 0.76 -4.83 0.17
H -0.71 -3.85 0.17
H 1.67 -3.53 -1.74
H 0.21 -2.51 -1.76
H -1.10 -1.61 -0.27
H -2.72 1.07 1.68
H -5.98 -0.23 2.81
H -4.29 -0.04 3.31
H -5.03 1.16 2.24
H -6.33 -1.69 0.87
H -5.01 -2.95 -0.83
H -0.92 1.27 -3.29
H -0.11 0.88 -1.75
H -1.44 -0.12 -2.32
H -2.10 3.38 -2.84
H -4.17 4.07 -1.62
H -0.54 1.91 2.06
H 1.89 1.44 2.19
H 6.47 -1.10 0.48
H 8.29 0.52 1.04
H 7.88 2.93 0.77
H 5.70 3.74 -0.04
H 3.91 2.09 -0.59
```


Entry 7:
ORCA calculation (ωB97M-V/def2-TZVPD) on a molecular structure, C8H8 at a distorted geometry.

The calculation puts the orbital gap at 0.3861 Eh. The calculation puts the energy relative to the best compared isomer or geometry (same formula, charge and spin) at 163.2 kcal per mole. The LUMO energy comes out at 0.946 eV. Its total charge is 0.

Geometry as XYZ:
```
16
C8H8 (ωB97M-V/def2-TZVPD)
C 3.20 0.30 -0.26
C 1.75 -0.14 0.36
C 0.54 -0.06 0.61
C -1.07 0.11 0.86
C -1.88 -0.95 0.07
C -1.39 -2.10 -0.49
C -1.37 1.50 0.19
C -1.58 2.55 -0.47
H 4.04 -0.23 0.45
H 3.23 -0.29 -1.27
H 3.09 1.46 -0.33
H -1.29 0.13 1.91
H -2.93 -0.58 -0.07
H -2.12 -2.77 -1.11
H -0.25 -2.40 0.15
H -1.97 3.47 -0.62
```


Entry 8:
ORCA calculation (ωB97M-V/def2-TZVPD) on a molecular structure, C12H17N3O6PRuS5 at a distorted geometry.

The calculation puts the orbital gap (spin up / spin down) at 0.2211 / 0.2245 Eh. The calculation puts the energy relative to the best compared isomer or geometry (same formula, charge and spin) at 72.6 kcal per mole. Its multiplicity is 2. The LUMO energy (spin up / spin down) comes out at 4.673 / 4.758 eV. Its total charge is -2.

Geometry as XYZ:
```
45
C12H17N3O6PRuS5 (ωB97M-V/def2-TZVPD)
Ru 0.46 -0.34 -0.36
N 2.35 -3.65 -3.10
C 1.79 -2.80 -2.16
S 1.00 -1.42 -2.81
N 1.90 -3.14 -0.92
N 1.23 -2.45 0.03
C 1.61 -2.69 1.26
C 0.96 -2.24 2.42
C 1.54 -2.48 3.67
C 0.99 -2.01 4.84
C -0.19 -1.26 4.78
C -0.81 -1.02 3.59
C -0.27 -1.48 2.35
O -0.87 -1.24 1.26
H 2.55 -3.20 -3.98
H 3.09 -4.24 -2.74
H 2.48 -3.34 1.39
H 2.48 -3.02 3.69
H 1.48 -2.18 5.79
H -0.61 -0.86 5.70
H -1.71 -0.42 3.54
C -4.49 3.24 0.22
C -3.67 3.16 -1.06
O -3.35 1.82 -1.36
P -1.82 1.28 -1.21
S -2.06 -0.64 -1.67
S -1.01 2.01 0.46
O -1.24 2.13 -2.49
C 0.15 2.23 -2.78
C 0.43 1.71 -4.17
H -4.75 4.27 0.45
H -3.90 2.83 1.03
H -5.40 2.65 0.12
H -2.76 3.75 -0.95
H -4.25 3.55 -1.91
H 0.74 1.65 -2.04
H 0.43 3.29 -2.69
H 0.10 0.68 -4.24
H 1.50 1.74 -4.35
H -0.10 2.30 -4.92
O 1.40 0.43 1.64
S 2.81 0.34 1.24
O 3.39 -0.98 1.43
O 3.62 1.39 1.82
S 2.79 0.65 -0.79
```


Entry 9:
ORCA calculation (ωB97M-V/def2-TZVPD) on a single C2H2FN3O molecule at a distorted geometry.

The calculation puts the orbital gap at 0.3422 Eh. The calculation puts the energy relative to the best compared isomer or geometry (same formula, charge and spin) at 63.4 kcal per mole. The LUMO energy comes out at 0.127 eV. Its total charge is 0. Its SMILES is Nc1onnc1F.

Geometry as XYZ:
```
9
C2H2FN3O (ωB97M-V/def2-TZVPD)
N -1.59 -0.09 -0.23
C -0.22 -0.25 -0.17
O 0.45 -1.41 0.17
N 1.77 -1.20 -0.06
N 2.00 0.15 -0.19
C 0.84 0.72 -0.17
F 0.74 2.10 0.12
H -1.93 0.73 0.00
H -2.07 -0.75 0.54
```


Entry 10:
ORCA calculation (ωB97M-V/def2-TZVPD) on a molecular structure, C24H17Cl5FeNO3SSi.

The calculation puts the orbital gap (spin up / spin down) at 0.2826 / 0.2275 Eh. The calculation puts the energy relative to the best compared isomer or geometry (same formula, charge and spin) at 0.0 kcal per mole. Its multiplicity is 6. The LUMO energy (spin up / spin down) comes out at -0.383 / -2.373 eV. Its total charge is 0.

Geometry as XYZ:
```
53
C24H17Cl5FeNO3SSi (ωB97M-V/def2-TZVPD)
Fe 1.13 -0.82 0.49
Cl 2.37 -2.10 -2.04
C 3.58 -1.81 -0.82
C 3.13 -1.26 0.37
C 4.06 -1.04 1.36
Cl 3.50 -0.38 2.87
C 5.41 -1.34 1.19
Cl 6.55 -1.05 2.45
C 5.84 -1.88 -0.03
Cl 7.49 -2.25 -0.27
C 4.91 -2.12 -1.05
Cl 5.42 -2.79 -2.55
C 1.27 1.03 -3.42
C 0.01 0.79 -2.90
C -0.21 0.94 -1.54
C 0.83 1.34 -0.68
C 2.12 1.54 -1.23
C 2.32 1.39 -2.59
Si 0.50 1.62 1.13
C -1.22 2.06 1.62
C -2.20 2.45 0.71
C -3.51 2.67 1.12
C -3.85 2.51 2.46
C -2.88 2.14 3.38
C -1.58 1.91 2.97
H 1.44 0.92 -4.49
H -0.83 0.53 -3.54
H -1.22 0.78 -1.17
H 2.94 1.84 -0.59
H 3.31 1.57 -3.00
H 1.59 2.37 1.78
H -1.98 2.57 -0.35
H -4.26 2.91 0.38
H -4.87 2.66 2.77
H -3.14 2.02 4.43
H -0.83 1.60 3.70
N 0.21 -2.58 1.30
C -1.00 -2.14 0.64
C -1.15 -2.38 -0.72
C -2.21 -1.79 -1.40
C -3.08 -0.94 -0.72
C -2.96 -0.76 0.65
C -1.91 -1.35 1.34
S -4.22 0.10 -1.65
O -4.69 -0.74 -2.73
O -5.21 0.51 -0.68
O -3.31 1.17 -2.06
H 0.55 -3.47 0.95
H 0.09 -2.66 2.31
H -0.46 -3.04 -1.24
H -2.36 -1.95 -2.46
H -3.67 -0.13 1.16
H -1.78 -1.18 2.40
```


Entry 11:
ORCA calculation (ωB97M-V/def2-TZVPD) on a gas-phase ion, C11H15N4 (charge +1) at a distorted geometry.

The calculation puts the orbital gap at 0.3200 Eh. The calculation puts the energy relative to the best compared isomer or geometry (same formula, charge and spin) at 15.9 kcal per mole. The LUMO energy comes out at -2.746 eV. Its total charge is +1. Its SMILES is C[C@]1(c2ccc[nH]2)[NH2+]CCc2[nH]cnc21.

Geometry as XYZ:
```
30
C11H15N4 (ωB97M-V/def2-TZVPD)
C 1.35 1.59 -0.99
C 0.40 0.75 -0.24
C -1.02 0.99 -0.67
C -1.76 2.18 -0.72
C -2.98 1.94 -1.43
C -2.91 0.61 -1.84
N -1.77 0.07 -1.32
N 0.54 1.00 1.35
C 1.55 0.21 2.04
C 1.14 -1.28 2.22
C 0.94 -1.80 0.81
N 0.79 -3.14 0.39
C 0.27 -3.04 -0.88
N 0.15 -1.83 -1.33
C 0.62 -1.10 -0.28
H 1.41 1.07 -2.08
H 2.28 1.64 -0.37
H 0.86 2.62 -1.10
H -1.47 3.12 -0.38
H -3.67 2.68 -1.80
H -3.54 -0.04 -2.45
H -1.27 -0.81 -1.53
H -0.38 0.86 1.69
H 0.87 1.94 1.51
H 1.68 0.62 3.01
H 2.53 0.22 1.34
H 0.18 -1.41 2.87
H 1.95 -1.76 2.78
H 1.05 -3.98 0.83
H 0.22 -3.93 -1.44
```